# 1
Molecular formula: C5H16N5
Method: DFT, the ωB97M-V functional and the def2-TZVPD basis

The geometry in XYZ format:
```
26
C5H16N5, DFT the ωB97M-V functional and the def2-TZVPD basis
C 0.228 -2.552 0.270
C 1.025 -1.319 0.151
C -1.264 -2.611 0.093
C -0.857 2.460 -2.028
C -0.407 0.969 -0.090
N 0.735 -1.754 1.397
N 1.552 -2.021 2.464
N 1.159 2.356 0.952
N -0.164 1.842 0.988
N 0.110 1.595 -1.314
H 0.738 -3.485 0.027
H 1.963 -1.077 -0.307
H -1.509 -2.724 -0.960
H -1.729 -1.708 0.476
H -1.667 -3.467 0.628
H -0.374 2.976 -2.854
H -1.673 1.850 -2.414
H -1.259 3.190 -1.330
H -1.426 0.622 -0.153
H 2.350 -2.626 2.263
H 1.013 -2.410 3.232
H 1.180 3.239 1.454
H 1.835 1.727 1.394
H -0.487 1.479 1.879
H 0.895 2.161 -0.905
H 0.484 0.889 -1.953
```

Summary:
* HOMO-LUMO gap (alpha / beta): 7.32 / 8.30 eV
* energy relative to the best compared isomer or geometry (same formula, charge and spin): 125.9 kcal per mole
* charge: +1
* electronic energy: -12882.8019 eV
* E_LUMO (alpha / beta): -3.117 / -2.809 eV



# 2
Molecular formula: C8H9FO
Method: DFT, the ωB97M-V functional and the def2-TZVPD basis

The geometry in XYZ format:
```
19
C8H9FO, DFT the ωB97M-V functional and the def2-TZVPD basis
C -1.985 0.217 2.763
C -1.305 0.867 1.619
F -0.257 1.716 1.918
O -0.748 -0.338 0.812
C 0.120 -0.223 -0.271
C 0.502 0.903 -1.005
C 1.495 0.752 -2.009
C 1.985 -0.475 -2.414
C 1.610 -1.582 -1.648
C 0.662 -1.536 -0.662
H -2.959 0.804 2.872
H -2.183 -0.849 2.521
H -1.541 0.364 3.741
H -2.034 1.487 0.932
H 0.036 1.918 -0.916
H 1.739 1.646 -2.647
H 2.697 -0.660 -3.240
H 1.870 -2.553 -2.192
H 0.297 -2.460 -0.173
```

Summary:
* HOMO-LUMO gap: 9.45 eV
* SMILES string: C[C@@H](F)Oc1ccccc1
* energy relative to the best compared isomer or geometry (same formula, charge and spin): 7.1 kcal per mole
* charge: 0
* electronic energy: -13205.5376 eV
* E_LUMO: 0.963 eV



# 3
Molecular formula: C27H33MoN7OS
Method: DFT, the ωB97M-V functional and the def2-TZVPD basis

The geometry in XYZ format:
```
70
C27H33MoN7OS, DFT the ωB97M-V functional and the def2-TZVPD basis
Mo -0.194 0.214 -0.210
C 0.829 5.096 -4.053
C 0.974 4.090 -2.951
C 0.785 4.469 -1.617
C 0.891 3.552 -0.596
C 1.192 2.209 -0.861
N 1.375 1.276 0.190
C 2.404 1.466 1.102
C 3.407 2.425 0.912
C 4.400 2.625 1.844
C 4.456 1.864 3.013
C 5.542 2.076 4.026
C 3.496 0.881 3.187
C 2.487 0.667 2.253
N 1.560 -0.391 2.454
C 1.559 -1.294 3.455
C 0.545 -2.201 3.223
C -0.039 -1.780 2.040
N 0.576 -0.679 1.578
C 1.392 1.831 -2.205
C 1.264 2.760 -3.226
N 1.686 0.475 -2.502
C 2.419 -0.038 -3.509
C 2.370 -1.411 -3.402
C 1.569 -1.662 -2.288
N 1.163 -0.516 -1.746
H 1.098 6.091 -3.703
H 1.446 4.843 -4.913
H -0.210 5.135 -4.387
H 0.560 5.502 -1.384
H 0.773 3.857 0.436
H 3.399 3.019 0.009
H 5.148 3.386 1.660
H 5.876 3.112 4.031
H 5.207 1.811 5.027
H 6.409 1.456 3.786
H 3.556 0.266 4.075
H 2.278 -1.279 4.255
H 0.294 -3.059 3.822
H -0.845 -2.230 1.480
H 1.379 2.447 -4.257
H 2.939 0.585 -4.216
H 2.851 -2.131 -4.040
H 1.285 -2.611 -1.863
S -1.624 1.817 1.141
C -1.809 1.141 2.726
N -2.641 0.130 2.933
C -2.957 -0.401 4.264
C -2.739 0.690 5.300
C -1.341 1.262 5.133
N -1.153 1.678 3.741
H -3.180 -0.178 2.141
H -2.318 -1.264 4.469
H -3.993 -0.733 4.261
H -2.858 0.281 6.301
H -3.478 1.481 5.164
H -0.590 0.510 5.390
H -1.192 2.127 5.776
H -0.565 2.470 3.535
C -2.230 -1.839 -2.862
C -2.582 -0.547 -2.137
C -3.840 -0.670 -1.286
O -1.505 -0.185 -1.277
H -3.014 -2.091 -3.574
H -2.134 -2.655 -2.143
H -1.295 -1.728 -3.412
H -2.716 0.255 -2.867
H -3.712 -1.470 -0.551
H -4.707 -0.902 -1.901
H -4.019 0.272 -0.765
```

Summary:
* spin multiplicity: 3
* HOMO-LUMO gap (alpha / beta): 6.94 / 6.66 eV
* energy relative to the best compared isomer or geometry (same formula, charge and spin): 20.1 kcal per mole
* charge: +2
* electronic energy: -53691.6953 eV
* E_LUMO (alpha / beta): -6.136 / -6.505 eV
* <S²>: 2.026